# 1
Below is a molecular structure, C29H37Br4N11O4Sr at a distorted geometry, with properties calculated with ωB97M-V/def2-TZVPD.

As for the HOMO-LUMO gap: 6.60 eV. For the maximum force, the calculation gives 1.48 eV/Å. For the energy above the lowest of the compared OMol25 structures with the same formula, charge and spin, the calculation gives 28.7 kcal per mole. Its LUMO energy is 0.142 eV. Its HOMO energy is -6.5 eV.

Positions of all 86 atoms, in Å:
Sr -0.23 0.49 -0.24
O 3.63 1.82 -1.27
C 3.24 3.07 -0.93
C 3.82 4.13 -1.62
C 3.46 5.43 -1.32
C 2.52 5.70 -0.33
C 1.94 4.64 0.35
C 2.28 3.32 0.07
C 1.60 2.19 0.77
O 1.99 0.99 0.49
N 0.63 2.52 1.59
N -0.12 1.43 2.02
C -0.84 1.59 3.05
C -1.85 0.57 3.41
C -2.77 0.84 4.40
C -3.79 -0.08 4.64
C -3.84 -1.22 3.86
C -2.86 -1.40 2.89
N -1.87 -0.55 2.68
H 3.11 1.22 -0.67
H 4.56 3.91 -2.38
H 3.92 6.25 -1.86
H 2.24 6.71 -0.10
H 1.20 4.82 1.11
H -0.82 2.53 3.61
H -2.71 1.76 4.96
H -4.53 0.11 5.40
H -4.63 -1.95 3.97
H -2.89 -2.28 2.25
N 0.63 -4.15 3.99
C 1.78 -4.51 3.16
C 1.30 -5.03 1.82
C 0.72 -3.97 0.92
N -0.63 -3.51 1.41
C 1.68 -2.78 0.77
C 2.23 -2.23 2.10
N 1.17 -1.54 2.84
C 2.77 -3.36 2.96
H 0.60 -4.70 4.83
H -0.59 -3.22 2.39
H 0.63 -3.16 4.24
H 2.32 -5.32 3.65
H 0.60 -5.85 1.96
H 2.16 -5.44 1.27
H 0.50 -4.39 -0.06
H -1.29 -4.29 1.33
H -1.02 -2.72 0.75
H 1.19 -1.99 0.19
H 2.52 -3.12 0.15
H 3.06 -1.55 1.85
H 0.60 -1.01 2.20
H 1.56 -0.85 3.48
H 3.11 -2.97 3.92
H 3.66 -3.76 2.46
C 0.11 3.67 -5.26
N -0.64 3.13 -4.15
C -1.92 3.73 -3.84
C -0.08 2.27 -3.24
N -0.47 2.10 -2.04
N 1.00 1.55 -3.75
C 1.58 0.37 -3.28
N 2.63 0.00 -4.09
N 1.14 -0.28 -2.27
H 0.00 3.09 -6.18
H 1.16 3.78 -5.01
H -0.26 4.68 -5.47
H -2.42 3.99 -4.77
H -1.82 4.63 -3.23
H -2.56 3.01 -3.31
H -1.25 2.70 -1.79
H 1.23 1.74 -4.71
H 3.17 0.77 -4.46
H 3.23 -0.70 -3.67
H 1.71 -1.11 -2.13
Br -6.49 -0.99 -2.96
C -4.80 -1.20 -2.15
C -4.16 -2.43 -2.15
Br -4.96 -3.95 -2.94
C -2.91 -2.54 -1.54
Br -1.93 -4.17 -1.60
C -2.29 -1.49 -0.89
O -1.08 -1.62 -0.34
C -2.97 -0.19 -0.85
O -2.45 0.82 -0.23
C -4.19 -0.11 -1.52
Br -4.98 1.61 -1.53

=====

# 2
Below is 2 unconnected molecules or ions with the total composition C4H8N4OS at a distorted geometry, with properties calculated with ωB97M-V/def2-TZVPD.

As for the HOMO-LUMO gap: 9.91 eV. For the maximum force, the calculation gives 4.47 eV/Å. For the energy above the lowest of the compared OMol25 structures with the same formula, charge and spin, the calculation gives 48.8 kcal per mole. Its LUMO energy is 0.378 eV. Its HOMO energy is -9.5 eV.

Positions of all 18 atoms, in Å:
C 0.59 2.45 0.74
C 1.43 1.72 -1.03
C -2.10 -0.74 0.12
C 1.22 -0.71 -0.45
N 1.15 2.84 -0.42
N 0.52 1.15 0.88
N 1.06 0.67 -0.26
N 0.12 -1.46 -0.03
O -1.05 -1.11 -0.75
S 2.77 -1.38 0.18
H 0.24 3.13 1.49
H 1.88 1.61 -1.99
H -2.55 -1.62 0.59
H -2.84 -0.25 -0.52
H -1.75 -0.04 0.88
H 1.40 -0.91 -2.08
H 0.28 -2.46 -0.11
H 2.49 -1.14 1.46

=====

# 3
Below is a single C19H16N2O6S molecule at a distorted geometry, with properties calculated with ωB97M-V/def2-TZVPD.

As for the HOMO-LUMO gap: 7.75 eV. For the maximum force, the calculation gives 3.36 eV/Å. For the energy above the lowest of the compared OMol25 structures with the same formula, charge and spin, the calculation gives 79.0 kcal per mole. Its LUMO energy is -0.172 eV. The SMILES is [H]/N=C1\S/C(=C\c2cc(OC)c(O)c(OC)c2)C(=O)N1c1ccc2c(c1)OCO2. Its HOMO energy is -7.9 eV.

Positions of all 44 atoms, in Å:
H 0.42 1.05 3.70
N 1.25 1.00 3.12
C 1.13 0.59 1.90
S -0.43 0.03 1.36
C 0.21 -0.21 -0.27
C -0.52 -0.47 -1.43
C -1.93 -0.72 -1.40
C -2.47 -1.78 -2.12
C -3.78 -2.27 -2.02
O -4.13 -3.38 -2.77
C -5.49 -3.67 -3.11
C -4.65 -1.60 -1.17
O -5.94 -1.95 -0.85
C -4.17 -0.43 -0.51
O -5.13 0.14 0.28
C -4.82 1.35 0.98
C -2.84 0.05 -0.61
C 1.65 -0.03 -0.29
O 2.26 -0.24 -1.31
N 2.15 0.47 0.93
C 3.44 0.98 1.08
C 3.60 2.33 1.47
C 4.86 2.91 1.63
C 5.96 2.08 1.39
C 5.80 0.76 1.03
C 4.55 0.19 0.80
O 7.02 0.19 0.92
C 7.94 1.26 1.15
O 7.23 2.46 1.47
H 0.02 -0.53 -2.37
H -1.88 -2.31 -2.86
H -6.09 -4.04 -2.27
H -5.96 -2.82 -3.56
H -5.52 -4.47 -3.83
H -6.25 -1.31 -0.19
H -5.62 1.51 1.70
H -3.92 1.22 1.58
H -4.71 2.18 0.33
H -2.49 0.98 -0.13
H 2.69 2.95 1.63
H 5.00 3.94 1.93
H 4.40 -0.82 0.46
H 8.57 1.42 0.28
H 8.60 1.00 1.96

=====

# 4
Below is a molecular structure, C43H46Ge3IV, with properties calculated with ωB97M-V/def2-TZVPD.

As for the HOMO-LUMO gap (spin up / spin down): 4.18 / 5.83 eV. For the maximum force, the calculation gives 0.71 eV/Å. As for the net charge: -2. Its LUMO energy (spin up / spin down) is 4.447 / 4.434 eV. The spin multiplicity is 3. Its HOMO energy (spin up / spin down) is 0.3 / -1.4 eV.

Positions of all 94 atoms, in Å:
V 0.20 0.14 1.59
C -3.17 1.56 3.05
C -1.80 1.06 3.37
C -0.84 1.88 3.89
C 0.48 1.40 4.16
C 1.55 2.35 4.59
C 0.72 0.03 4.04
C -0.24 -0.86 3.54
C -0.07 -2.35 3.64
C -1.47 -0.30 3.05
H -3.35 1.52 1.97
H -3.30 2.60 3.36
H -3.94 0.95 3.53
H -1.06 2.93 4.06
H 1.82 3.04 3.78
H 2.46 1.82 4.88
H 1.22 2.96 5.45
H 1.69 -0.37 4.33
H -0.37 -2.84 2.71
H -0.69 -2.75 4.46
H 0.97 -2.61 3.84
H -2.25 -0.97 2.71
C -4.13 0.24 -0.36
Ge -2.64 0.99 -1.44
C -2.11 -0.53 -2.56
C -3.59 2.20 -2.72
Ge -0.76 1.81 -0.08
C 0.35 2.66 -1.53
C 1.49 3.39 -1.18
C 2.27 4.04 -2.13
C 1.95 3.96 -3.48
C 0.83 3.23 -3.86
C 0.06 2.59 -2.90
C -1.51 3.55 0.67
C -2.81 4.04 0.52
C -3.24 5.20 1.14
C -2.37 5.93 1.94
C -1.07 5.47 2.11
C -0.66 4.30 1.50
H -4.80 -0.31 -1.03
H -4.70 1.01 0.15
H -3.73 -0.45 0.38
H -2.99 -1.00 -3.00
H -1.59 -1.26 -1.95
H -1.44 -0.23 -3.37
H -4.38 1.61 -3.20
H -2.92 2.57 -3.49
H -4.04 3.06 -2.23
H 1.80 3.43 -0.14
H 3.16 4.58 -1.81
H 2.56 4.46 -4.22
H 0.56 3.15 -4.90
H -0.80 2.02 -3.23
H -3.52 3.49 -0.09
H -4.26 5.54 1.00
H -2.70 6.84 2.43
H -0.38 6.02 2.74
H 0.35 3.93 1.68
I 2.88 0.96 1.38
C 0.23 -1.14 0.45
Ge 1.10 -2.40 -0.62
C 2.04 -3.74 0.51
C 1.89 -5.12 0.37
C 2.53 -6.00 1.24
C 3.34 -5.51 2.25
C 3.50 -4.14 2.39
C 2.85 -3.26 1.54
C 2.48 -1.62 -1.78
C 2.15 -0.53 -2.59
C 3.11 0.12 -3.35
C 4.43 -0.31 -3.31
C 4.78 -1.38 -2.51
C 3.81 -2.03 -1.75
C -0.06 -3.49 -1.79
C 0.25 -3.76 -3.13
C -0.59 -4.53 -3.93
C -1.75 -5.06 -3.40
C -2.08 -4.81 -2.07
C -1.24 -4.03 -1.29
H 1.26 -5.52 -0.42
H 2.39 -7.07 1.12
H 3.84 -6.19 2.93
H 4.13 -3.74 3.19
H 2.96 -2.19 1.68
H 1.13 -0.15 -2.59
H 2.83 0.98 -3.94
H 5.18 0.21 -3.89
H 5.81 -1.71 -2.46
H 4.11 -2.85 -1.11
H 1.16 -3.34 -3.55
H -0.33 -4.71 -4.96
H -2.41 -5.66 -4.02
H -3.00 -5.21 -1.65
H -1.53 -3.82 -0.26

=====

Total energy, record by record: -12357.49347 -849.52169 -1692.69955 -9138.58355 Eh